The following is a DFT calculation (ωB97M-V/def2-TZVPD) of a molecular structure, C43H43FeN3O3P2S2.

Structure (XYZ):
```
97
Properties=species:S:1:pos:R:3:forces:R:3
Fe -0.28069 -0.52454 -0.17474 -0.082 0.011 -0.273
C -3.15213 -2.43887 2.76154 0.730 0.328 -0.153
C -2.09920 -1.67011 2.18954 -0.525 -0.275 0.845
N -2.05532 -1.34977 0.93967 -0.292 -0.107 -1.089
C -2.99972 -1.84676 0.06697 1.156 0.984 -0.819
C -4.01164 -2.67391 0.50812 -1.027 -0.474 0.277
C -4.09389 -2.92321 1.91935 -0.534 -0.191 -0.773
C -4.96034 -3.17874 -0.44378 -0.071 -0.312 0.626
C -4.81256 -2.86338 -1.76176 0.562 0.571 -0.099
C -3.76805 -1.99970 -2.23266 -0.421 -0.311 0.248
C -2.85476 -1.43442 -1.35433 0.246 0.135 0.885
N -1.83386 -0.53712 -1.54640 -1.127 0.013 -0.528
C -1.75487 0.39953 -2.56279 1.195 0.862 1.174
C -2.16402 0.38984 -3.86774 -0.170 0.506 -0.487
C -1.92948 1.50719 -4.73984 -0.023 -0.499 0.550
C -1.26681 2.62413 -4.34480 0.391 0.110 1.082
C -0.73461 2.68477 -2.98426 -0.210 0.815 -1.150
C 0.01995 3.80519 -2.47468 -0.599 -0.669 -0.879
C 0.57414 3.75673 -1.23820 -0.303 -1.229 0.306
C 0.39612 2.54042 -0.50996 0.247 1.044 -0.207
N -0.32554 1.54289 -0.91396 -0.802 -0.252 -1.029
C -0.95134 1.59989 -2.14972 -0.144 -1.239 0.617
H -3.14965 -2.62891 3.82509 -0.111 -0.005 0.038
H -1.28307 -1.29828 2.78961 -0.040 -0.069 0.102
H -4.94573 -3.49128 2.28091 0.124 -0.065 0.028
H -5.77895 -3.82466 -0.09335 0.435 0.330 -0.207
H -5.52224 -3.25829 -2.47834 0.060 0.011 -0.057
H -3.70264 -1.81005 -3.29283 -0.038 0.045 0.042
H -2.61959 -0.48028 -4.30638 -0.113 -0.109 0.055
H -2.28423 1.43169 -5.75934 -0.019 0.005 -0.023
H -1.10807 3.43862 -5.03888 0.073 0.095 0.108
H 0.15021 4.65917 -3.12776 0.014 0.067 0.030
H 1.16032 4.54569 -0.81439 0.198 0.323 0.074
H 0.89214 2.40959 0.43762 0.089 0.008 0.301
C -0.16806 -3.90633 1.28998 0.351 -0.126 0.279
P 0.14117 -3.05800 -0.28905 0.162 0.315 -0.170
C -0.75424 -4.05873 -1.53167 -0.164 -0.291 0.291
C 1.93979 -3.31625 -0.54365 -0.105 -0.241 -0.118
C 2.83786 -2.24380 0.10017 0.119 0.202 -0.002
P 2.11220 -0.56471 0.47718 0.125 -0.414 -0.215
C 2.35485 -0.39878 2.28511 0.327 0.125 0.058
C 3.29029 0.65790 -0.23543 -0.325 -0.183 -0.025
H 0.27328 -4.89636 1.40948 0.037 -0.072 -0.232
H -1.23448 -3.98076 1.44800 -0.311 -0.048 0.107
H 0.24966 -3.26480 2.07343 -0.092 -0.083 0.036
H -0.43306 -5.09667 -1.60903 0.255 -0.059 0.071
H -0.65554 -3.57986 -2.49922 0.026 0.137 -0.135
H -1.81914 -4.08533 -1.25802 0.245 0.172 -0.040
H 2.08025 -3.29103 -1.61830 -0.065 0.027 -0.126
H 2.23610 -4.31284 -0.20859 0.016 -0.015 0.131
H 3.69300 -2.08932 -0.55196 0.159 0.128 -0.146
H 3.25692 -2.62418 1.02487 0.017 -0.050 0.332
H 3.34672 -0.65591 2.67433 -0.068 -0.003 -0.222
H 1.59916 -0.99627 2.79170 -0.034 -0.111 0.037
H 2.13649 0.64352 2.51211 0.108 -0.031 0.057
H 4.33335 0.51896 0.05122 -0.038 -0.093 0.095
H 2.95372 1.65514 0.06923 0.163 -0.149 -0.029
H 3.19974 0.59417 -1.32548 0.077 0.044 0.229
O -0.30916 0.65717 1.91218 -0.119 0.181 -0.036
S -1.31633 1.71694 2.28378 0.437 -0.361 -0.580
C -0.30979 3.01226 2.96962 0.033 -0.105 0.236
C 0.77745 2.64250 3.75537 -0.413 -0.350 -0.220
C 1.51152 3.61569 4.37719 0.288 0.463 0.186
C 1.15680 4.94896 4.19258 0.244 0.292 0.247
C 0.08518 5.30852 3.39654 0.245 0.470 0.080
C -0.65213 4.33159 2.76609 -0.293 -0.363 -0.304
C -2.00166 1.13714 3.80943 0.002 0.479 -0.452
C -1.25111 0.31746 4.61902 0.877 -0.317 0.125
C -1.76996 -0.07106 5.82776 -0.440 -0.218 0.314
C -3.03231 0.38745 6.20214 -0.014 -0.025 0.455
C -3.76960 1.21622 5.37804 -0.072 -0.222 0.133
C -3.25847 1.57601 4.14460 -0.460 0.341 -0.048
H 0.99900 1.59138 3.86701 0.102 0.094 0.073
H 2.35058 3.36496 5.01831 -0.070 -0.016 -0.122
H 1.73925 5.72016 4.68062 -0.025 0.013 0.008
H -0.17283 6.35092 3.25279 0.080 -0.034 0.039
H -1.46849 4.57760 2.10191 -0.141 0.061 0.026
H -0.24773 -0.01229 4.31934 -0.574 0.120 -0.013
H -1.21567 -0.75607 6.45537 -0.006 0.102 0.127
H -3.45480 0.12717 7.16558 0.112 -0.151 -0.030
H -4.74427 1.54659 5.70087 -0.107 0.088 -0.055
H -3.83417 2.20549 3.46496 0.189 -0.141 0.112
O 6.54562 -0.11163 -6.26862 0.000 -0.158 -0.060
C 5.75814 0.81341 -5.66629 0.371 0.727 -0.005
O 6.03901 1.98089 -5.80418 -0.172 -0.407 0.014
C 4.61974 0.33100 -4.85983 -0.055 -0.205 0.089
C 3.64208 1.24926 -4.46348 0.224 -0.199 -0.073
C 2.54015 0.85449 -3.74460 0.014 -0.573 0.111
C 2.36773 -0.50337 -3.38740 0.027 -0.035 -0.302
S 0.91052 -1.08073 -2.65178 -0.008 0.007 0.063
C 3.37354 -1.41292 -3.75861 -0.011 0.155 0.080
C 4.47923 -1.00056 -4.47494 -0.042 -0.124 -0.054
H 6.17987 -0.99815 -6.16106 -0.036 0.121 0.014
H 3.77787 2.26870 -4.76499 -0.002 0.403 -0.078
H 1.76249 1.55384 -3.47301 -0.030 0.110 0.001
H 3.24749 -2.45779 -3.49886 0.031 0.046 -0.012
H 5.22531 -1.75208 -4.72737 -0.041 0.091 0.032
```
Forces are in eV/Å.

Values from the calculation:
strongest force on any atom: 1.9 eV/A
spin multiplicity: 5
energy above the lowest of the compared OMol25 structures with the same formula, charge and spin: 15.5 kJ/mol
total charge: 0
orbital gap (spin up / spin down): 6.075 / 6.191 eV

Löwdin charges in e: 0.388 -0.042 -0.182 0.034 -0.157 -0.167 -0.008 -0.068 -0.087 -0.019 -0.221 -0.050 -0.265 -0.031 -0.080 -0.051 -0.156 -0.010 -0.038 -0.163 0.046 -0.154 0.106 0.080 0.116 0.108 0.100 0.081 0.085 0.101 0.100 0.115 0.099 0.081 -0.256 0.812 -0.242 -0.429 -0.372 0.841 -0.273 -0.229 0.048 0.023 0.035 0.044 0.018 0.037 0.021 0.079 0.072 0.067 0.052 0.025 0.005 0.051 0.029 0.015 -0.598 1.060 -0.371 -0.079 -0.056 -0.069 -0.073 -0.079 -0.395 -0.107 -0.057 -0.069 -0.068 -0.070 0.082 0.115 0.108 0.111 0.115 0.110 0.112 0.108 0.109 0.121 0.101 -0.488 0.095 -0.159 -0.013 -0.104 -0.679 0.692 -0.120 -0.041 0.084 0.114 0.090 0.091 0.108